104
Properties=species:S:1:pos:R:3:forces:R:3:lowdin_charge:R:1 method="wB97M-V/def2-TZVPD" charge=+1 energy_ha=-6609.47894 homo_ev=-10.90
C 4.910853 3.658368 -0.235143 0.4604 -0.2242 1.4265 -0.055
C 4.561930 2.343910 0.441334 0.4168 0.3119 -0.3563 -0.339
C 3.666107 2.472441 1.660585 -0.3640 -0.0202 -0.7153 -0.054
C 5.025262 1.175577 -0.022984 -0.7481 -0.3141 0.0509 -0.066
C 4.156642 -0.079298 -0.007590 1.7349 -0.4210 0.9908 -0.201
C 4.429932 -0.949616 1.236523 -0.8030 -0.4171 0.2838 -0.149
C 3.480725 -2.160794 1.437857 -0.2136 -0.3299 -0.6211 -0.337
C 3.010151 -2.854303 0.122408 0.2883 -0.3859 0.6709 -0.036
C 2.249155 -1.859451 2.317289 0.6600 -0.0455 -0.0887 -0.195
C 1.519906 -0.535615 2.028438 -0.3046 0.0028 1.0675 -0.272
S 0.064231 -0.755136 0.927630 0.9617 -0.8672 -0.5112 1.302
C 0.345478 0.294243 -0.529179 0.4164 0.4625 -0.4174 -0.304
C 0.908900 -0.535989 -1.698588 0.1875 0.5331 0.0580 -0.866
O 0.682972 -1.668153 -1.886281 -0.2218 -0.7276 -0.0304 0.072
Br 2.004763 0.511620 -2.903392 -0.3178 -0.0260 0.2775 0.825
C -1.468804 -0.169301 1.794051 -2.2814 1.1710 0.1059 -0.621
F -2.349139 -1.183924 1.652186 0.5944 -0.4216 -0.0850 0.080
F -1.277603 -0.014792 3.111894 0.8952 -0.2386 -0.1067 0.108
C -2.096678 1.078664 1.215851 0.6101 0.2759 0.1702 -0.185
C -1.607147 2.316455 1.630707 -0.1866 -0.2456 -0.4589 -0.002
C -2.164072 3.457344 1.069270 0.3504 -0.0014 0.4280 -0.024
C -3.186191 3.357696 0.141837 -0.4763 0.3747 -0.3949 0.020
C -3.696061 2.126084 -0.251676 0.3703 0.1085 0.6559 -0.075
C -4.808719 2.033091 -1.279419 1.6266 -0.5901 0.1306 -0.581
F -5.910770 2.658422 -0.908608 -0.2783 -0.2316 -0.0877 0.199
F -5.037349 0.721546 -1.537954 -0.3682 0.5546 0.4255 0.116
F -4.364585 2.573673 -2.427094 -0.1065 0.3229 0.0607 0.144
C -3.133179 0.985117 0.299735 -0.1920 -0.5495 -0.2474 0.046
H 3.969313 4.177112 -0.445832 0.0993 -0.0742 -0.1819 0.085
H 5.483907 3.512140 -1.146973 -0.0014 0.0839 0.0547 0.078
H 5.444970 4.285980 0.490592 0.0875 0.2106 -0.3910 0.081
H 2.598145 2.508873 1.392360 0.0256 0.1480 0.2290 0.068
H 3.933392 3.410677 2.154264 -0.2450 -0.0017 -0.0653 0.088
H 3.841750 1.688112 2.397192 -0.0902 -0.0838 -0.1759 0.067
H 6.025490 1.084634 -0.454655 -0.6395 0.3062 -0.8590 0.111
H 3.105027 0.168244 -0.159641 0.0421 0.0689 0.1639 0.051
H 4.470721 -0.669064 -0.873313 -0.2173 0.1503 -0.0705 0.105
H 5.449052 -1.341127 1.198276 -0.0108 0.2077 -0.1811 0.127
H 4.376562 -0.349436 2.153777 0.1305 0.0489 -0.1274 0.103
H 4.053234 -2.914490 1.985920 -0.0923 0.1504 0.0958 0.133
H 1.920232 -2.812326 0.053036 0.1142 0.1617 -0.4407 0.048
H 3.240454 -3.921153 0.198247 -0.0559 0.0870 -0.0918 0.089
H 3.506448 -2.507870 -0.781963 -0.2401 0.1340 0.0095 0.077
H 1.552857 -2.703197 2.275164 -0.0107 0.1134 0.0109 0.120
H 2.594628 -1.821289 3.356484 -0.1858 0.2687 -0.0560 0.128
H 1.099107 -0.193971 2.980959 -0.2326 0.0680 -0.2516 0.102
H 2.150907 0.277007 1.672963 -0.1195 -0.1313 -0.2904 0.056
H -0.592075 0.722420 -0.898888 -0.0523 -0.0746 0.2984 0.114
H 1.048574 1.103664 -0.325618 -0.2190 -0.0009 0.3273 0.077
H -0.806539 2.368554 2.359976 -0.0694 0.1284 -0.0160 0.129
H -1.784232 4.420118 1.389375 -0.1553 0.0306 -0.1565 0.123
H -3.612852 4.256221 -0.293581 0.0856 -0.0098 0.0897 0.140
H -3.506227 0.008483 0.015499 0.0115 0.0901 -0.0010 0.138
C 10.822732 -2.507196 -1.806301 0.7544 0.1406 -0.2529 -0.111
O 9.853523 -1.626977 -1.262883 -0.8145 2.4889 2.3017 -0.293
P 8.791056 -0.744163 -2.193497 -0.1285 -5.4198 -6.2103 0.673
O 7.925422 -1.942561 -2.501611 -0.3557 0.4594 0.9242 -0.237
O 9.887911 -0.481410 -3.390395 0.0949 0.5814 0.6865 -0.299
C 11.111615 0.220601 -3.148108 0.0250 -0.1243 -0.2006 -0.106
O 7.686044 0.337083 -2.847810 0.3942 1.5335 2.9178 -0.313
C 7.541259 0.374828 -4.261117 0.3390 0.1926 -0.4880 -0.120
H 10.849085 -3.384928 -1.161610 -0.2460 0.0780 0.0662 0.100
H 10.594210 -2.804083 -2.827997 -0.1534 0.0711 0.0288 0.098
H 11.813708 -2.050242 -1.762125 -0.0288 -0.0139 -0.1179 0.082
H 11.937146 -0.413388 -3.469664 0.0078 0.0179 0.0218 0.088
H 11.240036 0.461653 -2.092361 0.0618 0.0314 -0.0161 0.087
H 11.126062 1.131267 -3.745703 -0.0642 0.0571 0.0861 0.090
H 7.473635 -0.636010 -4.665662 0.0756 -0.0248 0.1243 0.092
H 8.364942 0.911141 -4.729498 -0.0027 -0.0693 -0.0465 0.083
H 6.617031 0.911743 -4.473378 -0.0198 0.0297 0.2491 0.090
C -4.703118 -3.701466 4.662622 -0.2985 0.0423 -0.5435 -0.109
O -3.623192 -3.356862 5.516060 3.2006 0.9194 0.7827 -0.272
P -3.737295 -2.238590 6.725479 -6.7035 0.1814 1.2779 0.608
O -4.474262 -3.023016 7.749417 0.9499 0.0808 -0.2271 -0.220
O -4.748675 -1.242775 5.877402 0.4263 -0.2190 -0.2380 -0.287
C -4.420560 -0.790461 4.569136 -0.2344 0.1166 0.2080 -0.132
O -3.136113 -1.005786 7.642985 2.6308 -1.4231 -1.4653 -0.268
C -4.045485 -0.015579 8.117693 -0.4115 0.4570 -0.0383 -0.106
H -4.659658 -4.779414 4.514934 0.0851 0.0055 0.2425 0.101
H -5.670967 -3.424431 5.075357 0.0792 0.0273 0.1307 0.102
H -4.568351 -3.239896 3.681852 -0.0685 0.0372 0.0756 0.074
H -5.239532 -1.055219 3.899603 0.0334 0.0337 -0.0477 0.090
H -3.499751 -1.247810 4.204010 0.0040 0.0765 -0.0733 0.061
H -4.324330 0.297049 4.578558 0.1168 0.0038 0.0201 0.089
H -4.941305 -0.482354 8.526854 0.0444 -0.0748 -0.0827 0.095
H -4.314495 0.684081 7.327832 -0.0472 -0.0674 -0.0066 0.080
H -3.533504 0.533701 8.905644 0.1822 -0.1882 -0.0287 0.095
C -6.673249 1.201296 -3.716457 -0.4173 -0.2372 0.2537 -0.124
O -6.942637 0.687235 -5.010103 0.1180 -2.2067 -2.5607 -0.258
P -8.446834 0.684658 -5.691506 -3.3011 4.8754 3.4409 0.611
O -8.562633 2.115422 -6.081584 0.4084 -0.7527 -0.4228 -0.229
O -9.227293 0.379252 -4.269448 0.4766 -0.2445 -0.1250 -0.291
C -8.868328 -0.721808 -3.436321 -0.2575 0.1548 0.0074 -0.119
O -9.638621 0.010954 -6.607998 2.8277 -1.5631 -0.8226 -0.263
C -10.992550 0.264421 -6.243244 -0.5108 -0.0240 0.3679 -0.106
H -5.728419 1.722068 -3.768384 -0.0618 0.0635 -0.4730 0.079
H -7.453473 1.876860 -3.365373 -0.0335 0.0037 -0.1357 0.109
H -6.546780 0.383957 -3.014576 -0.2273 -0.0549 -0.0789 0.064
H -8.649318 -0.339172 -2.439003 -0.0030 -0.0431 0.0125 0.085
H -7.991942 -1.250001 -3.814312 -0.0406 -0.0881 0.0376 0.086
H -9.714196 -1.405155 -3.362002 0.0347 -0.0672 -0.0920 0.090
H -11.139776 1.322439 -6.026018 0.1167 -0.0255 0.0214 0.093
H -11.289971 -0.339353 -5.387531 0.0399 0.0613 0.0221 0.081
H -11.608357 -0.017796 -7.095163 0.2330 -0.0315 -0.1184 0.095